(1)
A structure of composition C12H11BrIrNO4SSe4 at a distorted geometry. Source: OMol25; level of theory: the ωB97M-V functional and the def2-TZVPD basis.

Properties
Largest force on an atom (hartree/bohr): 0.025
Total charge: +1
Energy relative to the best compared isomer or geometry (same formula, charge and spin) (kJ/mol): 114.1
<S²>: 0.828
Multiplicity: 2

Cartesian coordinates (Å):
1 Ir -1.687 0.497 -1.260
2 Se -2.459 2.210 1.960
3 Se -2.540 2.678 -0.145
4 Se -1.996 2.717 -4.069
5 Se -2.840 0.900 -3.253
6 O -5.673 -2.791 2.059
7 C -4.918 -2.052 1.250
8 C -5.294 -0.801 0.759
9 C -4.422 -0.119 -0.051
10 N -3.214 -0.598 -0.404
11 C -2.889 -1.821 0.047
12 Br -1.242 -2.496 -0.561
13 C -3.685 -2.578 0.868
14 H -6.504 -2.350 2.278
15 H -6.250 -0.362 1.008
16 H -4.680 0.854 -0.442
17 H -3.376 -3.555 1.206
18 C 6.377 -0.215 0.287
19 C 4.930 0.126 0.079
20 C 3.926 -0.543 0.768
21 C 2.592 -0.198 0.605
22 C 2.274 0.829 -0.268
23 C 3.256 1.510 -0.983
24 C 4.573 1.144 -0.810
25 S 0.646 1.433 -0.332
26 O 0.615 2.734 0.248
27 O -0.260 0.418 0.339
28 O 0.143 1.395 -1.769
29 H 6.499 -1.002 1.029
30 H 6.929 0.664 0.624
31 H 6.833 -0.550 -0.645
32 H 4.190 -1.339 1.453
33 H 1.812 -0.715 1.146
34 H 2.985 2.311 -1.659
35 H 5.349 1.663 -1.359



(2)
The molecule C12H11ClO at a distorted geometry. Source: OMol25; level of theory: the ωB97M-V functional and the def2-TZVPD basis.

Properties
Largest force on an atom (hartree/bohr): 0.077
Structure (SMILES): O=C(Cl)C/C=C\C=C=C1C=CC=CC1
Energy relative to the best compared isomer or geometry (same formula, charge and spin) (kJ/mol): 258.5
Multiplicity: 1

Cartesian coordinates (Å):
1 C 2.604 2.167 0.324
2 C 2.134 1.569 -0.759
3 C 2.033 1.925 1.650
4 C 0.962 0.658 -0.744
5 C 1.134 1.005 1.844
6 C 0.591 0.270 0.642
7 C -1.796 -2.249 0.872
8 C -0.306 -2.118 1.038
9 C -2.653 -1.661 0.012
10 C 0.166 -0.969 0.813
11 C -2.329 -0.343 -0.689
12 C -3.310 0.682 -0.271
13 O -4.332 0.525 0.311
14 Cl -3.065 2.263 -1.025
15 H 3.483 2.760 0.272
16 H 2.405 1.932 -1.764
17 H 2.500 2.425 2.525
18 H 1.322 -0.209 -1.205
19 H 0.655 0.770 2.741
20 H -2.250 -3.151 1.277
21 H 0.420 -3.044 1.108
22 H -3.673 -1.955 0.022
23 H -1.311 -0.079 -0.468
24 H -2.437 -0.455 -1.768
25 H 0.076 0.986 -1.288



(3)
A cluster of 2 separate species, C12H11ClO2 in total at a distorted geometry. Source: OMol25; level of theory: the ωB97M-V functional and the def2-TZVPD basis.

Properties
Largest force on an atom (hartree/bohr): 0.076
Structure (SMILES): O=C=C(Cl)c1ccccc1.CC#COC
Energy relative to the best compared isomer or geometry (same formula, charge and spin) (kJ/mol): 313.3
Multiplicity: 1

Cartesian coordinates (Å):
1 C 3.280 -1.021 0.199
2 C 2.499 -0.535 1.176
3 C 2.650 -1.706 -0.926
4 C 1.069 -0.756 1.191
5 C 1.320 -1.972 -0.877
6 C 0.428 -1.409 0.153
7 C -1.371 1.145 1.064
8 C -1.209 0.704 -0.075
9 C -2.074 -1.138 0.553
10 C -0.957 -1.726 0.129
11 C -1.706 1.246 2.467
12 C -1.929 0.475 -2.336
13 O -3.265 -1.072 0.704
14 O -0.898 0.642 -1.319
15 Cl -1.263 -3.450 -0.278
16 H 4.352 -1.007 0.246
17 H 2.920 -0.033 2.037
18 H 3.284 -2.223 -1.611
19 H 0.425 -0.562 2.106
20 H 1.022 -2.637 -1.640
21 H -0.874 1.347 3.089
22 H -2.400 0.358 2.830
23 H -2.264 2.297 2.610
24 H -2.959 0.759 -1.983
25 H -1.930 -0.575 -2.616
26 H -1.754 1.025 -3.205



(4)
A structure of composition C12H11CoN3S4 at a distorted geometry. Source: OMol25; level of theory: the ωB97M-V functional and the def2-TZVPD basis.

Properties
Largest force on an atom (hartree/bohr): 0.039
Total charge: +1
Energy relative to the best compared isomer or geometry (same formula, charge and spin) (kJ/mol): 31.0
<S²>: 6.021
Multiplicity: 5

Cartesian coordinates (Å):
1 Co 0.038 0.079 0.199
2 S -0.045 2.138 1.678
3 S 1.524 2.130 2.846
4 S 2.989 0.733 2.063
5 S 2.050 -0.647 1.004
6 C -0.027 -3.917 -1.561
7 C -0.144 -3.642 -2.917
8 C -0.192 -2.326 -3.344
9 C -0.118 -1.308 -2.393
10 N -0.002 -1.593 -1.090
11 C 0.041 -2.850 -0.682
12 C -0.167 0.127 -2.704
13 C -0.292 0.621 -4.001
14 C -0.340 1.990 -4.202
15 C -0.280 2.832 -3.101
16 C -0.163 2.267 -1.843
17 N -0.101 0.956 -1.643
18 H 0.008 -4.927 -1.188
19 H -0.191 -4.447 -3.632
20 H -0.294 -2.105 -4.393
21 H 0.140 -3.000 0.386
22 H -0.351 -0.052 -4.840
23 H -0.428 2.390 -5.199
24 H -0.325 3.903 -3.209
25 H -0.128 2.886 -0.955
26 C -3.490 -1.464 2.513
27 C -2.387 -0.979 1.770
28 N -1.478 -0.588 1.187
29 H -3.152 -1.723 3.516
30 H -3.907 -2.348 2.031
31 H -4.256 -0.692 2.578



(5)
A structure of composition C12H11N2O2S4SbV at a distorted geometry. Source: OMol25; level of theory: the ωB97M-V functional and the def2-TZVPD basis.

Properties
Largest force on an atom (hartree/bohr): 0.031
Total charge: +2
<S²>: 0.839
Multiplicity: 2
Total energy (eV): -95246.4408

Cartesian coordinates (Å):
1 V -3.025 -0.954 -1.580
2 C 4.866 1.288 0.839
3 C 3.566 0.999 0.150
4 C 3.514 0.079 -0.900
5 C 2.338 -0.168 -1.576
6 C 1.196 0.527 -1.174
7 C 1.198 1.449 -0.121
8 C 2.397 1.674 0.524
9 S -0.230 0.119 -2.009
10 O -0.094 -0.181 -3.385
11 O -1.119 1.386 -1.737
12 N -1.080 -1.061 -1.308
13 C -1.294 -1.226 0.100
14 C -0.381 -1.395 1.111
15 C -0.899 -1.608 2.383
16 C -2.275 -1.648 2.601
17 C -3.125 -1.478 1.535
18 N -2.624 -1.267 0.306
19 H 5.527 0.423 0.824
20 H 4.712 1.602 1.870
21 H 5.380 2.102 0.322
22 H 4.415 -0.440 -1.202
23 H 2.309 -0.863 -2.406
24 H 0.308 1.989 0.165
25 H 2.435 2.398 1.328
26 H 0.681 -1.383 0.913
27 H -0.221 -1.755 3.214
28 H -2.679 -1.823 3.587
29 H -4.201 -1.510 1.626
30 S -6.535 1.903 -0.146
31 Sb -7.222 0.652 -1.766
32 S -5.069 -0.955 -1.869
33 S -2.767 1.124 -2.216



(6)
The molecule C12H11NO2 at a distorted geometry. Source: OMol25; level of theory: the ωB97M-V functional and the def2-TZVPD basis.

Properties
Largest force on an atom (hartree/bohr): 0.051
Structure (SMILES): OCc1ccncc1Oc1ccccc1
Energy relative to the best compared isomer or geometry (same formula, charge and spin) (kJ/mol): 0.0
Multiplicity: 1

Cartesian coordinates (Å):
1 C 2.059 -1.802 0.243
2 C 1.924 -0.292 0.172
3 C 2.987 0.570 0.344
4 C 2.815 1.972 0.003
5 C 0.596 1.593 -0.585
6 C 0.707 0.249 -0.334
7 C -1.521 -0.421 -0.177
8 C -2.531 -0.748 -1.139
9 C -3.836 -0.453 -0.770
10 C -4.135 0.072 0.496
11 C -3.095 0.528 1.334
12 C -1.775 0.189 1.046
13 H 3.879 -2.122 -0.480
14 H 1.571 -2.183 -0.666
15 H 1.485 -2.260 1.068
16 H 3.985 0.248 0.642
17 H 3.575 2.739 0.030
18 H -0.298 2.043 -0.878
19 H -2.345 -1.261 -2.089
20 H -4.657 -0.712 -1.393
21 H -5.106 0.276 0.825
22 H -3.398 1.144 2.161
23 H -0.959 0.398 1.711
24 N 1.649 2.403 -0.478
25 O 3.403 -2.255 0.324
26 O -0.208 -0.730 -0.497



(7)
The ion C12H11O3 with charge -1 at a distorted geometry. Source: OMol25; level of theory: the ωB97M-V functional and the def2-TZVPD basis.

Properties
Largest force on an atom (hartree/bohr): 0.091
Total charge: -1
Energy relative to the best compared isomer or geometry (same formula, charge and spin) (kJ/mol): 175.9
Multiplicity: 1

Cartesian coordinates (Å):
1 C -3.286 -1.629 -0.128
2 C -2.193 -1.902 0.711
3 C -3.313 -0.463 -0.852
4 C -1.142 -1.061 0.855
5 C -2.152 0.375 -0.838
6 C -1.155 0.128 0.089
7 C 2.387 -0.056 0.212
8 C 1.612 -0.076 -0.863
9 C 1.894 0.520 1.472
10 C -0.074 1.088 0.211
11 C 3.676 -0.812 0.132
12 C 0.017 2.396 -0.563
13 O 1.398 -0.117 -2.059
14 O 2.506 0.577 2.582
15 O 0.690 1.105 1.412
16 H -4.157 -2.259 -0.198
17 H -2.285 -2.943 1.143
18 H -4.207 -0.132 -1.485
19 H -0.207 -1.091 1.525
20 H -2.051 1.259 -1.423
21 H 3.824 -1.352 1.135
22 H 4.456 -0.079 -0.076
23 H 3.617 -1.481 -0.799
24 H 0.305 2.243 -1.570
25 H 0.762 2.958 -0.065
26 H -0.920 2.806 -0.558